<a>
The following is a DFT calculation (wB97M-V/def2-TZVPD) of an isolated molecule of C2H3O2P.

```
8
Properties=species:S:1:pos:R:3:nbo_charge:R:1
O 1.6011 -2.0736 -0.9481 -0.425
C 0.7541 -1.2485 -0.7657 0.778
C 0.0153 -0.1666 -0.8026 -0.937
P -0.4448 0.6164 0.7713 1.577
O 0.3262 0.0666 1.8797 -1.087
H -0.2040 0.1780 -1.7781 0.291
H -1.8900 0.7178 0.9982 -0.084
H -0.1579 1.9098 0.6453 -0.113
```

As for the LUMO energy: 0.002 Eh. The value obtained for the HOMO energy is -0.3757 hartree. The calculation puts the HOMO-LUMO gap at 10.3 eV. The structure (SMILES) is O=C=C[PH2]=O.

=====

<b>
The following is a DFT calculation (wB97M-V/def2-TZVPD) of a structure of composition C2H3O2P.

```
8
Properties=species:S:1:pos:R:3:nbo_charge:R:1
C -0.8832 0.0261 -0.3584 0.275
C 0.2834 -0.7083 -0.6992 -0.659
O -0.7186 1.2556 0.0511 -0.743
O 0.7786 0.7330 2.1440 -1.029
P 0.9403 1.0421 0.7454 1.512
H -1.8215 -0.3037 -0.0194 0.187
H 0.3677 -1.7738 -0.6585 0.232
H 1.0533 -0.2711 -1.2051 0.225
```

As for the LUMO energy: -0.005 Eh. The value obtained for the HOMO energy is -0.3418 hartree. The calculation puts the HOMO-LUMO gap at 9.2 eV.

=====

We find <a> to be the most stable, with the next structure 0.0039 hartree higher.

=====

<a>
The following is a DFT calculation (wB97M-V/def2-TZVPD) of a structure of composition C2H2O3.

```
7
Properties=species:S:1:pos:R:3:mulliken_spin:R:1
C 1.0667 -0.4738 0.1453 0.329
C -0.1310 0.0878 0.0745 0.906
O 1.2904 -0.0436 -1.1718 0.217
O 0.0195 0.5494 -1.1949 -0.039
O -1.6731 0.4552 1.0588 0.633
H 1.7411 -1.0373 0.7421 0.003
H -2.3136 0.4622 0.3460 -0.050
```

The expectation value of S² is 2.017. As for the LUMO energy (spin up / spin down): 0.026 / -0.114 Eh. As for the spin multiplicity: 3. The value obtained for the HOMO energy (spin up / spin down) is -0.2553 / -0.3511 hartree. The calculation puts the HOMO-LUMO gap (spin up / spin down) at 7.7 / 6.4 eV.

=====

<b>
The following is a DFT calculation (wB97M-V/def2-TZVPD) of an isolated molecule of C2H2O3.

```
7
Properties=species:S:1:pos:R:3:mulliken_spin:R:1
C -1.0645 0.1315 0.4068 0.469
C 1.0616 -0.1706 -0.2786 0.229
O 0.1021 -0.5644 0.6027 0.016
O 2.1748 -0.5531 -0.1575 0.573
O -1.1125 0.8953 -0.5320 0.542
H -1.7506 -0.1952 1.1022 0.074
H 0.5890 0.4565 -1.1436 0.098
```

The expectation value of S² is 2.024. As for the LUMO energy (spin up / spin down): 0.033 / -0.156 Eh. As for the spin multiplicity: 3. The value obtained for the HOMO energy (spin up / spin down) is -0.2271 / -0.4076 hartree. The calculation puts the HOMO-LUMO gap (spin up / spin down) at 7.1 / 6.9 eV.

=====

We find <b> to be the most stable, with the next structure 0.1910 hartree higher.

=====

<a>
The following is a DFT calculation (wB97M-V/def2-TZVPD) of a structure of composition C5H6OS2.

```
14
Properties=species:S:1:pos:R:3:nbo_charge:R:1
C -1.2075 -0.0186 1.2306 -0.306
C 0.5460 -1.4978 -0.3591 -0.564
C 0.5070 -0.1099 -0.9872 0.085
C 0.7319 1.0338 0.0202 -0.433
C -0.8102 0.9399 0.1355 0.005
H 0.1500 -2.2311 -1.1267 0.239
H 1.5781 -1.7777 -0.0911 0.232
H 1.0668 -0.1011 -1.9167 0.199
H 1.0291 1.9598 -0.4613 0.228
H 1.3357 0.8442 0.9230 0.219
H -1.3861 1.8683 0.1748 0.220
O -0.8714 0.2914 -1.1544 -0.511
S -2.1786 0.4064 2.4734 0.036
S -0.4908 -1.6075 1.1389 0.351
```

As for the LUMO energy: -0.008 Eh. The value obtained for the HOMO energy is -0.3209 hartree. The calculation puts the HOMO-LUMO gap at 8.5 eV.

=====

<b>
The following is a DFT calculation (wB97M-V/def2-TZVPD) of an isolated molecule of C5H6OS2.

```
14
Properties=species:S:1:pos:R:3:nbo_charge:R:1
C -0.3464 0.5529 -1.4098 -0.616
C 0.2552 -0.4586 -0.5248 -0.164
C -0.5488 -1.6338 -0.3296 -0.248
C -0.1322 -2.5150 0.6218 -0.369
S 1.4870 -1.9797 1.1931 0.365
C 1.4439 -0.6092 0.1068 -0.236
S 2.9874 0.9948 0.3482 0.494
O 4.1792 0.1305 -0.3142 -0.862
H -1.2470 1.2135 -1.0199 0.226
H 0.2888 1.2737 -1.7784 0.227
H -0.7489 -0.1144 -2.2724 0.218
H -1.4904 -1.6463 -0.9521 0.223
H -0.5330 -3.4411 1.1099 0.250
H 4.8018 -0.3396 0.2993 0.492
```

As for the LUMO energy: 0.001 Eh. The value obtained for the HOMO energy is -0.3247 hartree. The calculation puts the HOMO-LUMO gap at 8.9 eV. The structure (SMILES) is Cc1ccsc1SO.

=====

We find <a> to be the most stable, with the next structure 0.0629 hartree higher.

=====

<a>
The following is a DFT calculation (wB97M-V/def2-TZVPD) of an isolated molecule of C6H13NS2Si.

```
23
Properties=species:S:1:pos:R:3:nbo_charge:R:1
C -1.6797 0.7182 -1.8246 -1.096
Si -1.3186 0.0422 -0.0416 1.802
C -1.8894 1.2247 1.3470 -1.110
C -1.7973 -1.6526 0.3145 -1.212
N 0.5213 -0.1707 -0.1075 -0.864
S 1.2311 -1.7256 -0.1705 0.397
C 2.9368 -1.1312 -0.2308 -0.560
C 2.7683 0.2955 0.3125 -0.484
C 1.4064 0.7799 0.0280 0.107
S 1.1029 2.3874 0.1322 -0.202
H -2.2560 1.6082 -1.5658 0.236
H -0.7565 1.0012 -2.2668 0.250
H -2.1837 0.0662 -2.5917 0.244
H -2.3701 2.0294 0.8087 0.242
H -2.5549 0.6537 1.9608 0.230
H -1.0793 1.7354 1.9167 0.274
H -1.7254 -2.0889 1.3548 0.267
H -2.8398 -1.8585 0.1392 0.257
H -1.1616 -2.2887 -0.3824 0.254
H 3.4401 -1.1857 -1.1958 0.223
H 3.6308 -1.6782 0.5363 0.241
H 3.6559 0.8948 0.0335 0.257
H 2.9185 0.3435 1.4933 0.245
```

As for the LUMO energy: 0.021 Eh. The value obtained for the HOMO energy is -0.2899 hartree. The calculation puts the HOMO-LUMO gap at 8.5 eV. The structure (SMILES) is C[Si](C)(C)N1SCCC1=S.

=====

<b>
The following is a DFT calculation (wB97M-V/def2-TZVPD) of an isolated molecule of C6H13NS2Si.

```
23
Properties=species:S:1:pos:R:3:nbo_charge:R:1
C -1.4993 -1.1826 -0.2663 0.177
C -2.8953 -0.7587 0.0187 -0.487
C -2.8537 0.3447 1.0061 -0.559
C 2.2440 -1.3146 0.4925 -1.142
C 1.4165 1.6989 0.7292 -1.104
C 1.7603 0.5823 -1.9861 -1.105
N -0.5448 -0.3522 -0.2124 -0.666
Si 1.2279 0.0596 -0.2298 1.774
S -1.1042 -2.8726 -0.4310 -0.218
S -2.1433 1.9001 0.4506 0.118
H -3.3246 -0.5020 -0.9455 0.254
H -3.4621 -1.6319 0.4539 0.255
H -3.8523 0.6976 1.3067 0.254
H -2.2880 0.0989 1.9070 0.230
H 1.7229 -1.8350 1.3498 0.263
H 2.2187 -2.1399 -0.1471 0.262
H 3.2060 -0.9515 0.8045 0.247
H 1.8964 1.3842 1.6904 0.237
H 2.0859 2.2735 0.0262 0.236
H 0.6000 2.3403 0.8906 0.252
H 0.9975 1.3188 -2.2642 0.241
H 2.7513 1.0634 -1.9507 0.239
H 1.8403 -0.2210 -2.6933 0.242
```

As for the LUMO energy (spin up / spin down): -0.114 / -0.114 Eh. The value obtained for the HOMO energy (spin up / spin down) is -0.2975 / -0.2977 hartree. The calculation puts the HOMO-LUMO gap (spin up / spin down) at 5.0 / 5.0 eV.

=====

We find <a> to be the most stable, with the next structure 0.0956 hartree higher.